# 1
DFT (the ωB97M-V functional and the def2-TZVPD basis) results for C2H3ClO2S as an isolated structure at a distorted geometry.

```
9
Properties=species:S:1:pos:R:3:forces:R:3:lowdin_charge:R:1
S 2.570479 -0.281900 -0.001818 2.146 -3.118 -0.369 0.792
H -0.460570 1.033041 -1.426436 0.562 0.344 -0.171 0.069
H 0.542226 -0.159798 1.208851 0.266 1.355 0.218 0.082
H -0.588315 -0.698593 -0.813691 0.575 1.433 0.468 0.115
O 2.828649 -0.874113 -1.286543 -0.013 0.686 -0.219 -0.391
O 2.287247 -1.284042 1.005374 0.508 0.464 0.096 -0.423
C -0.162476 0.347478 -0.653189 -2.412 -2.916 -1.306 -0.089
Cl 1.215626 2.161363 0.382524 0.182 1.752 1.408 0.663
C 0.512670 0.617036 0.434747 -1.814 -0.002 -0.125 -0.818
```
Forces are in eV/Å.

Output
max |F|: 4.00 eV/A
HOMO: -10.53 eV
energy: -1086.7760 Ha
charge: 0
frontier orbital gap: 0.34594 Ha
relative energy (zero: lowest compared OMol25 entry of this formula, charge and spin): 46.9 kcal per mole

---

# 2
DFT (the ωB97M-V functional and the def2-TZVPD basis) results for one molecule with the formula C2H3ClO2S at a distorted geometry.

```
9
Properties=species:S:1:pos:R:3:forces:R:3:lowdin_spin:R:1
C 0.646964 0.088635 0.156075 5.849 -2.042 3.818 0.509
H 0.395703 -0.691341 -1.890548 -0.952 0.221 1.396 0.015
H -0.413345 0.313112 1.709949 1.908 -1.837 -0.245 0.017
H -0.609326 -1.404234 -0.415131 -0.685 -0.586 -0.277 0.010
C -0.142643 -0.570291 -0.892706 1.788 0.358 -1.743 0.133
Cl 2.337019 0.750995 -0.168295 -1.618 -0.861 0.199 0.132
O 0.404651 -0.271546 1.446348 -0.979 1.394 0.350 0.120
O -1.768389 0.749743 0.557912 -2.191 -0.392 3.546 0.374
S -0.850631 1.034931 -0.503607 -3.121 3.744 -7.044 0.690
```
Forces are in eV/Å.

Output
max |F|: 8.57 eV/A
HOMO (alpha / beta): -5.37 / -10.51 eV
spin multiplicity: 3
energy: -1086.6292 Ha
charge: 0
frontier orbital gap (alpha / beta): 0.22442 / 0.27089 Ha
relative energy (zero: lowest compared OMol25 entry of this formula, charge and spin): 108.9 kcal per mole

---

# 3
DFT (the ωB97M-V functional and the def2-TZVPD basis) results for a 2-piece molecular cluster, C2H3ClO2S overall at a distorted geometry.

```
9
Properties=species:S:1:pos:R:3:forces:R:3:lowdin_spin:R:1
O -4.327458 1.892805 -0.687251 0.052 0.014 -0.070 0.772
H -0.749211 0.425435 -0.788797 -0.694 -0.123 1.734 0.000
S -4.685125 1.242374 0.591705 -0.105 0.000 0.110 1.213
C -0.794201 -1.623864 -0.496512 -2.634 0.395 2.467 0.000
C -1.406062 -0.268716 -0.174168 0.758 -0.351 -1.381 0.006
H -1.654895 -0.259893 0.884821 1.133 0.843 0.181 0.004
Cl -1.303307 -2.864277 0.825839 0.182 0.335 -0.412 0.000
O -0.134281 -1.978988 -1.365067 1.508 -0.479 -1.848 0.000
H -2.403312 -0.118673 -0.569878 -0.200 -0.635 -0.781 0.004
```
Forces are in eV/Å.

Output
max |F|: 3.63 eV/A
HOMO (alpha / beta): -10.09 / -10.93 eV
spin multiplicity: 3
energy: -1086.8027 Ha
charge: 0
frontier orbital gap (alpha / beta): 0.39187 / 0.34060 Ha
relative energy (zero: lowest compared OMol25 entry of this formula, charge and spin): 0.0 kcal per mole

---

# 4
DFT (the ωB97M-V functional and the def2-TZVPD basis) results for a 2-piece molecular cluster, C2H3ClS overall at a distorted geometry.

```
7
Properties=species:S:1:pos:R:3:forces:R:3:lowdin_charge:R:1
C -1.977420 -0.203080 0.868180 3.598 0.144 2.298 -0.750
H 1.460915 -2.847832 -0.184292 0.051 0.271 0.056 -0.268
H 0.338125 -0.374078 0.997751 -1.695 -0.019 0.802 -0.078
C -0.736322 -0.215426 1.372666 0.080 0.413 -1.401 0.036
Cl -2.306801 -1.038737 -0.530896 -0.861 -0.749 -1.695 0.646
H -2.716474 0.271913 1.459219 -1.134 0.217 0.063 0.044
S 1.979241 -1.606044 -0.046826 -0.038 -0.277 -0.123 0.370
```
Forces are in eV/Å.

Output
max |F|: 4.27 eV/A
HOMO (alpha / beta): -9.69 / -9.52 eV
energy: -936.2005 Ha
charge: 0
frontier orbital gap (alpha / beta): 0.32927 / 0.25375 Ha
relative energy (zero: lowest compared OMol25 entry of this formula, charge and spin): 98.1 kcal per mole

---

# 5
DFT (the ωB97M-V functional and the def2-TZVPD basis) results for one molecule with the formula C2H3ClS2 at a distorted geometry.

```
8
Properties=species:S:1:pos:R:3:forces:R:3:lowdin_charge:R:1
S -3.139969 0.679461 -0.040202 3.663 -3.426 0.030 0.233
H 1.348431 0.711730 1.189188 1.033 -0.487 0.213 0.034
H 1.917340 0.803052 -0.561269 1.397 0.399 -0.263 0.010
Cl -1.122715 -2.063965 -0.382699 -0.167 0.115 0.528 0.653
H 1.320746 -0.784086 0.015291 0.913 -0.151 0.639 0.010
C -1.406185 -0.432250 -0.083223 -4.100 3.515 -0.834 -1.396
S -0.316642 0.803175 -0.334599 0.368 0.282 0.407 0.749
C 1.398997 0.282885 0.197516 -3.108 -0.246 -0.719 -0.292
```
Forces are in eV/Å.

Output
max |F|: 5.46 eV/A
HOMO (alpha / beta): -8.30 / -8.30 eV
structure (SMILES): CSC(=S)Cl
energy: -1334.4528 Ha
charge: 0
frontier orbital gap (alpha / beta): 0.25351 / 0.25364 Ha
relative energy (zero: lowest compared OMol25 entry of this formula, charge and spin): 65.2 kcal per mole

---

# 6
DFT (the ωB97M-V functional and the def2-TZVPD basis) results for one molecule with the formula C2H3ClS2 at a distorted geometry.

```
8
Properties=species:S:1:pos:R:3:forces:R:3:lowdin_charge:R:1
H 1.538974 -0.003861 1.489820 0.388 0.927 0.966 0.031
S -0.431110 0.976755 0.380802 -0.414 0.173 0.750 0.806
H 1.034692 -0.913326 0.243103 -0.642 -2.212 -0.975 -0.004
C 1.111513 0.073798 0.522945 0.115 1.789 -1.591 -0.838
C -1.487454 -0.099348 -0.500123 0.527 1.320 1.580 -1.087
H -0.956632 -0.904339 -0.863646 1.016 -1.891 -1.125 -0.019
Cl 2.247619 0.812199 -0.705110 0.158 -0.366 0.720 0.458
S -3.057599 0.058124 -0.567790 -1.147 0.260 -0.324 0.652
```
Forces are in eV/Å.

Output
max |F|: 2.50 eV/A
HOMO: -9.07 eV
structure (SMILES): S=CSCCl
energy: -1334.5312 Ha
charge: 0
frontier orbital gap: 0.31848 Ha
relative energy (zero: lowest compared OMol25 entry of this formula, charge and spin): 16.0 kcal per mole

---

# 7
DFT (the ωB97M-V functional and the def2-TZVPD basis) results for a 2-piece molecular cluster, C2H3ClS2 overall.

```
8
Properties=species:S:1:pos:R:3:forces:R:3:lowdin_spin:R:1
H -0.586331 -1.066290 1.059066 -0.047 0.101 -0.144 -0.002
C 0.063329 0.596836 0.023281 0.964 0.254 -0.078 0.119
C -0.905623 -0.440491 0.218065 -0.492 -0.039 0.147 0.008
S 3.054681 -0.045595 0.466109 -0.319 0.084 -0.056 1.848
S -0.278619 2.202206 0.070466 0.051 -0.536 -0.011 0.010
H 0.987738 2.606947 -0.168412 -0.121 0.136 0.036 0.004
Cl -2.638578 0.048564 0.547471 -0.068 -0.047 0.021 0.012
H -0.926959 -1.074073 -0.672797 0.033 0.046 0.085 0.001
```
Forces are in eV/Å.

Output
max |F|: 1.00 eV/A
HOMO (alpha / beta): -8.79 / -9.01 eV
spin multiplicity: 3
energy: -1334.3910 Ha
charge: 0
frontier orbital gap (alpha / beta): 0.30436 / 0.26227 Ha
relative energy (zero: lowest compared OMol25 entry of this formula, charge and spin): 30.3 kcal per mole

---

# 8
DFT (the ωB97M-V functional and the def2-TZVPD basis) results for one molecule with the formula C2H3ClSi at a distorted geometry.

```
7
Properties=species:S:1:pos:R:3:forces:R:3:lowdin_charge:R:1
C 1.918411 0.206214 -0.166094 -8.112 0.712 0.004 -0.734
H -1.287336 -1.276548 -0.555830 -0.382 -1.888 -0.815 -0.112
H -2.313030 0.754956 -0.529714 -0.245 1.028 -0.546 -0.106
H -1.265037 -0.082730 1.491288 -0.359 0.121 -0.917 -0.055
C 0.620658 0.316163 -0.180214 7.064 -0.165 -0.413 -0.282
Cl 3.526867 0.075564 -0.018432 0.441 0.001 -0.040 0.707
Si -1.200533 0.006378 -0.041004 1.594 0.192 2.728 0.582
```
Forces are in eV/Å.

Output
max |F|: 8.14 eV/A
HOMO: -9.58 eV
structure (SMILES): [SiH3]C#CCl
energy: -827.5744 Ha
charge: 0
frontier orbital gap: 0.37950 Ha
relative energy (zero: lowest compared OMol25 entry of this formula, charge and spin): 55.3 kcal per mole

---

# 9
DFT (the ωB97M-V functional and the def2-TZVPD basis) results for C2H3EuFO2 as an isolated structure at a distorted geometry.

```
9
Properties=species:S:1:pos:R:3:forces:R:3:lowdin_spin:R:1
F -1.020765 1.323454 0.822196 0.364 -2.864 -0.787 0.000
H -0.143423 1.738956 -0.838048 0.663 -3.049 -0.603 0.000
C -0.706072 0.119734 0.005299 -1.006 2.714 2.158 0.000
C 0.133489 -0.869095 0.809765 -0.270 0.045 0.462 0.000
O 1.241546 -1.165617 0.406357 0.047 0.076 -0.366 -0.011
Eu 2.356051 -0.296526 -1.662497 -0.359 -0.034 0.421 7.020
O 0.100041 0.699585 -0.944762 0.175 3.063 -1.084 -0.009
H -1.678084 -0.262951 -0.337143 0.309 0.013 -0.064 0.000
H -0.282780 -1.287541 1.738835 0.078 0.037 -0.137 0.000
```
Forces are in eV/Å.

Output
max |F|: 3.61 eV/A
HOMO (alpha / beta): -19.74 / -20.06 eV
spin multiplicity: 8
energy: -1038.0113 Ha
charge: +2
frontier orbital gap (alpha / beta): 0.37011 / 0.38984 Ha

---

# 10
DFT (the ωB97M-V functional and the def2-TZVPD basis) results for C2H3EuO as an isolated structure at a distorted geometry.

```
7
Properties=species:S:1:pos:R:3:forces:R:3:lowdin_spin:R:1
C -1.846086 -0.455466 0.236084 3.409 2.006 -1.051 -0.006
H -3.242944 0.434591 -0.989653 0.598 0.029 -0.458 0.000
Eu 1.625936 0.175060 0.133525 -1.196 0.314 -0.136 7.044
C -2.553225 0.623649 -0.159119 -2.430 -1.476 0.757 0.000
H -0.126886 1.412539 -0.239558 0.906 0.142 -0.013 -0.028
H -3.200530 1.110353 0.582170 0.738 0.179 0.238 0.000
O -0.686424 -0.805464 0.294897 -2.025 -1.194 0.664 -0.010
```
Forces are in eV/Å.

Output
max |F|: 4.09 eV/A
HOMO (alpha / beta): -12.10 / -12.06 eV
spin multiplicity: 8
energy: -863.1640 Ha
charge: +1
frontier orbital gap (alpha / beta): 0.26192 / 0.26723 Ha
relative energy (zero: lowest compared OMol25 entry of this formula, charge and spin): 57.0 kcal per mole